# C25H65N2O7

A 7-piece molecular cluster, C25H65N2O7 overall (ωB97M-V/def2-TZVPD, OMol25).

Atoms and positions in Å:
N (1.552, 1.972, 1.997)
C (0.492, 1.505, 1.099)
C (0.397, -0.048, 0.966)
C (-0.629, -0.732, 1.908)
C (-2.041, -0.098, 1.889)
C (-2.204, 1.008, 3.000)
O (-3.048, 2.066, 2.582)
C (-4.224, 1.428, 2.072)
C (-3.866, 0.983, 0.631)
N (-2.473, 0.386, 0.556)
H (1.178, 2.167, 2.914)
H (2.317, 1.317, 2.027)
H (0.766, 1.882, 0.096)
H (-0.454, 2.007, 1.357)
H (0.261, -0.342, -0.085)
H (1.378, -0.446, 1.241)
H (-0.309, -0.819, 2.954)
H (-0.747, -1.768, 1.545)
H (-2.750, -0.891, 2.172)
H (-2.595, 0.482, 3.890)
H (-1.205, 1.363, 3.280)
H (-5.017, 2.181, 2.055)
H (-4.523, 0.562, 2.679)
H (-3.853, 1.895, 0.017)
H (-4.632, 0.337, 0.187)
H (-1.874, 1.112, 0.165)
H (-2.539, -0.366, -0.127)
C (4.740, -0.441, -1.431)
C (4.144, -1.037, -0.166)
C (4.832, -2.338, 0.213)
O (2.743, -1.273, -0.360)
H (4.618, -1.122, -2.277)
H (4.230, 0.488, -1.695)
H (5.803, -0.230, -1.306)
H (4.235, -0.321, 0.655)
H (4.712, -3.085, -0.576)
H (4.389, -2.759, 1.115)
H (5.898, -2.184, 0.387)
H (2.650, -1.903, -1.081)
C (3.809, -4.864, 3.888)
C (2.943, -4.933, 2.639)
C (1.897, -6.031, 2.751)
O (3.764, -5.164, 1.495)
H (4.348, -5.803, 4.036)
H (4.559, -4.077, 3.791)
H (3.207, -4.665, 4.777)
H (2.449, -3.971, 2.482)
H (2.373, -7.009, 2.863)
H (1.288, -6.074, 1.846)
H (1.239, -5.866, 3.607)
H (4.209, -6.008, 1.615)
C (-7.969, 3.169, 3.867)
C (-8.107, 3.384, 2.367)
C (-9.510, 3.842, 2.001)
O (-7.800, 2.168, 1.674)
H (-8.658, 2.394, 4.212)
H (-6.960, 2.834, 4.116)
H (-8.176, 4.087, 4.418)
H (-7.381, 4.128, 2.035)
H (-10.249, 3.088, 2.285)
H (-9.596, 3.985, 0.923)
H (-9.762, 4.780, 2.498)
H (-8.434, 1.502, 1.955)
C (2.586, -1.683, -5.401)
C (3.483, -0.459, -5.500)
C (3.492, 0.103, -6.912)
O (4.814, -0.801, -5.110)
H (2.942, -2.479, -6.060)
H (2.595, -2.083, -4.384)
H (1.560, -1.442, -5.675)
H (3.138, 0.306, -4.803)
H (3.879, -0.636, -7.620)
H (4.144, 0.976, -6.973)
H (2.488, 0.394, -7.227)
H (5.135, -1.475, -5.715)
C (-0.630, -3.429, -8.186)
C (-0.889, -1.952, -7.934)
C (-1.637, -1.315, -9.095)
O (0.352, -1.273, -7.729)
H (-0.011, -3.567, -9.077)
H (-0.086, -3.871, -7.349)
H (-1.563, -3.977, -8.324)
H (-1.468, -1.833, -7.016)
H (-1.052, -1.384, -10.016)
H (-1.810, -0.255, -8.904)
H (-2.600, -1.801, -9.260)
H (0.876, -1.368, -8.530)
C (0.757, 4.938, 5.428)
C (2.020, 4.403, 6.085)
C (3.174, 5.383, 5.942)
O (2.376, 3.150, 5.496)
H (0.914, 5.093, 4.356)
H (-0.062, 4.222, 5.532)
H (0.449, 5.885, 5.873)
H (1.830, 4.212, 7.142)
H (3.410, 5.553, 4.888)
H (4.074, 4.984, 6.411)
H (2.937, 6.343, 6.404)
H (2.549, 3.305, 4.563)

Calculated values
multiplicity	1
net charge	+1

# C4H12N3

A 2-piece molecular cluster, C4H12N3 overall (ωB97M-V/def2-TZVPD, OMol25).

Atoms and positions in Å:
C (-0.647, -0.910, 2.144)
C (-0.159, -0.444, 3.275)
N (-1.526, -0.158, 1.288)
H (-0.367, -1.879, 1.748)
H (0.505, -1.059, 3.861)
H (-0.401, 0.550, 3.627)
H (-2.360, -0.696, 1.076)
H (-1.838, 0.662, 1.797)
H (-0.508, -0.100, -0.225)
C (1.568, -0.228, -0.842)
N (0.350, 1.139, -3.098)
C (-0.331, 0.613, -2.097)
N (0.149, 0.085, -1.019)
H (2.064, -0.331, -1.801)
H (1.658, -1.158, -0.294)
H (2.077, 0.545, -0.274)
H (1.353, 1.081, -3.169)
H (-0.174, 1.573, -3.840)
H (-1.412, 0.714, -2.157)

Calculated values
multiplicity	1
ΔE to the lowest compared entry with this formula, charge and spin	26.3	kcal per mole
net charge	+1

# C4H6N2O

A single C4H6N2O molecule (ωB97M-V/def2-TZVPD, OMol25).

Atoms and positions in Å:
H (-0.725, -2.825, -0.394)
N (-0.748, -1.810, -0.293)
C (0.393, -1.279, -0.491)
C (0.675, 0.179, -0.305)
C (1.958, 0.578, -0.241)
N (-0.371, 1.110, -0.117)
C (-1.370, 0.725, 0.570)
O (-2.386, 1.536, 0.885)
H (1.282, -1.860, -0.766)
H (2.220, 1.608, -0.009)
H (2.795, -0.111, -0.336)
H (-1.534, -0.287, 0.923)
H (-2.188, 2.437, 0.574)

Calculated values
multiplicity	1
ΔE to the lowest compared entry with this formula, charge and spin	43.6	kcal per mole
net charge	0

Number 1: LUMO level -2.81 eV, highest occupied orbital energy -11.59 eV. Number 2: LUMO level -2.87 eV, highest occupied orbital energy -12.60 eV. Number 3: LUMO level 0.62 eV, highest occupied orbital energy -9.02 eV.